No. 1
{"formula": "C20H25N5OPtS", "method": "the ωB97M-V functional and the def2-TZVPD basis", "multiplicity": 1, "total_charge": 2, "e_homo_ev": -14.39, "gap_ha": 0.268, "max_force_ha_per_bohr": 0.011, "elements": ["Pt", "N", "C", "N", "C", "N", "N", "C", "C", "C", "C", "C", "C", "N", "C", "C", "C", "C", "C", "C", "H", "H", "H", "H", "H", "H", "H", "H", "H", "H", "H", "C", "C", "C", "S", "O", "C", "C", "C", "H", "H", "H", "H", "H", "H", "H", "H", "H", "H", "H", "H", "H", "H"], "coordinates": [[-0.34347, 0.35339, -1.05848], [-0.33908, -3.92330, -1.28986], [-0.72863, -2.68527, -1.05861], [-0.00516, -1.62962, -1.34797], [1.26297, -1.79699, -1.94742], [1.97417, -0.76527, -2.29138], [1.33861, 0.40830, -1.97872], [1.80097, 1.55656, -2.31750], [0.99925, 2.70598, -1.89518], [1.40717, 4.01277, -2.04293], [0.57563, 5.02862, -1.57799], [-0.62630, 4.69564, -0.98427], [-0.96936, 3.35571, -0.85091], [-0.18605, 2.38320, -1.30000], [1.73917, -3.14326, -2.18430], [2.99836, -3.40206, -2.73896], [3.39860, -4.70282, -2.94237], [2.55450, -5.76424, -2.60004], [1.31015, -5.53104, -2.05196], [0.91335, -4.21601, -1.84765], [-0.96617, -4.68357, -1.06613], [-1.70879, -2.54368, -0.62270], [2.71756, 1.63888, -2.88823], [2.35654, 4.23274, -2.51097], [0.87076, 6.06385, -1.67992], [-1.30183, 5.45528, -0.61845], [-1.89221, 3.05704, -0.37599], [3.63834, -2.57152, -3.00010], [4.36988, -4.90741, -3.36988], [2.87907, -6.78243, -2.76519], [0.65589, -6.35201, -1.78734], [-0.37211, 3.35650, 4.24652], [0.35619, 2.02856, 4.42606], [-0.44514, 0.80549, 3.98307], [-1.13979, 1.01595, 2.33972], [0.03601, 0.93866, 1.37959], [-1.94858, -0.59638, 2.15905], [-3.19748, -0.52592, 1.28609], [-3.07712, 0.27532, -0.00611], [0.15626, 4.14951, 4.77246], [-1.38814, 3.31647, 4.64457], [-0.43354, 3.64749, 3.19574], [0.59135, 1.88084, 5.48098], [1.30868, 2.04081, 3.89498], [-1.29218, 0.61501, 4.64727], [0.18155, -0.08738, 3.92269], [-2.18513, -1.00094, 3.14240], [-1.16436, -1.21439, 1.71155], [-4.01006, -0.07315, 1.85725], [-3.52304, -1.54521, 1.06698], [-3.03499, 1.34585, 0.17636], [-3.91337, 0.08328, -0.67700], [-2.19888, -0.00381, -0.65879]], "forces_ev_per_a": [[-0.3, 0.1, -0.2], [0.0, 0.0, 0.0], [0.0, 0.0, -0.1], [0.3, -0.1, 0.3], [0.1, 0.2, -0.1], [-0.3, -0.1, 0.2], [0.2, 0.0, -0.6], [-0.1, 0.1, 0.1], [0.0, -0.2, 0.0], [-0.1, 0.0, 0.0], [0.0, 0.0, 0.0], [0.0, 0.0, 0.0], [0.0, 0.0, 0.0], [0.3, 0.0, 0.3], [0.0, 0.0, 0.0], [0.0, 0.0, 0.0], [0.0, 0.0, 0.0], [0.0, 0.0, 0.0], [0.0, 0.0, 0.0], [0.0, 0.0, 0.0], [0.0, 0.0, 0.0], [0.0, 0.0, 0.0], [0.1, 0.0, 0.1], [0.0, 0.0, 0.0], [0.0, 0.0, 0.0], [0.0, 0.0, 0.0], [0.0, 0.0, 0.0], [0.0, 0.0, 0.0], [0.0, 0.0, 0.0], [0.0, 0.0, 0.0], [0.0, 0.0, 0.0], [0.0, 0.0, 0.0], [0.0, 0.0, 0.0], [0.1, -0.1, 0.0], [0.1, 0.0, 0.1], [-0.3, 0.1, 0.0], [0.0, 0.0, 0.0], [0.0, 0.0, -0.1], [0.0, 0.2, 0.0], [0.0, 0.0, 0.0], [0.0, 0.0, 0.0], [0.0, 0.0, 0.0], [0.0, 0.0, 0.0], [0.0, 0.0, 0.0], [0.0, 0.1, 0.0], [0.0, 0.0, 0.1], [0.0, 0.0, 0.0], [0.0, 0.0, 0.0], [0.0, 0.0, 0.0], [0.0, 0.0, 0.0], [0.0, 0.0, 0.0], [0.0, 0.0, 0.0], [0.0, -0.2, 0.0]], "lowdin_charge": [1.172, 0.160, -0.095, -0.050, -0.234, 0.126, -0.177, 0.017, -0.222, 0.035, 0.007, 0.006, -0.070, -0.063, -0.083, 0.017, -0.022, -0.016, 0.014, -0.153, 0.181, 0.146, 0.158, 0.137, 0.133, 0.130, 0.111, 0.125, 0.125, 0.128, 0.130, -0.113, -0.283, -0.342, 0.934, -0.602, -0.334, -0.267, -0.108, 0.083, 0.083, 0.056, 0.119, 0.111, 0.107, 0.108, 0.103, 0.085, 0.126, 0.114, 0.057, 0.104, -0.012]}

***

No. 2
{"formula": "C20H25NO2", "method": "the ωB97M-V functional and the def2-TZVPD basis", "multiplicity": 1, "e_homo_ev": -7.61, "gap_ha": 0.307, "smiles": "COc1ccc(CCN(C)C/C=C/c2ccccc2)cc1OC", "max_force_ha_per_bohr": 0.011, "elements": ["C", "O", "C", "C", "C", "C", "C", "C", "O", "C", "H", "H", "H", "H", "C", "H", "H", "C", "N", "C", "H", "H", "H", "C", "C", "C", "C", "C", "C", "C", "C", "C", "H", "H", "H", "H", "H", "H", "H", "H", "H", "H", "H", "H", "H", "H", "H", "H"], "coordinates": [[-3.36948, -2.46262, -0.25745], [-2.78093, -1.61108, 0.69736], [-1.42618, -1.45873, 0.76930], [-1.01486, -0.38501, 1.55183], [0.32000, -0.10119, 1.75542], [1.29674, -0.89325, 1.17544], [0.89470, -1.97176, 0.39583], [-0.44268, -2.27274, 0.17794], [-0.85116, -3.34602, -0.58290], [0.12311, -4.16334, -1.17727], [0.75793, -4.64875, -0.42852], [-0.43209, -4.92531, -1.72322], [0.75040, -3.60408, -1.87987], [1.65926, -2.59611, -0.03999], [2.75663, -0.63507, 1.39953], [3.22427, -1.55419, 1.76447], [2.87614, 0.12491, 2.17197], [3.55780, -0.21159, 0.14427], [3.32459, 1.09213, -0.42958], [3.25136, 2.18061, 0.51275], [4.06845, 2.08130, 1.22696], [2.30084, 2.22832, 1.06209], [3.38119, 3.11881, -0.02869], [2.40300, 1.20249, -1.54739], [0.93737, 1.13076, -1.21943], [0.21313, 2.19447, -0.88265], [-1.19832, 2.16891, -0.51617], [-1.69450, 3.11917, 0.37515], [-3.02234, 3.10548, 0.75723], [-3.88512, 2.15591, 0.23617], [-3.41085, 1.22213, -0.67024], [-2.07997, 1.22423, -1.03903], [-1.71721, 0.50107, -1.75446], [-4.08515, 0.49048, -1.08997], [-4.92445, 2.14773, 0.53008], [-3.38779, 3.84080, 1.46008], [-1.02448, 3.86448, 0.78143], [0.68619, 3.16900, -0.84363], [0.48901, 0.14818, -1.21642], [2.66056, 0.41187, -2.25820], [2.61694, 2.16757, -2.02174], [3.41069, -0.95270, -0.64383], [4.61869, -0.23880, 0.43218], [0.59604, 0.74027, 2.37297], [-1.78561, 0.22287, 1.99783], [-3.02982, -2.23115, -1.26984], [-3.17098, -3.51525, -0.04466], [-4.44110, -2.27516, -0.18311]], "forces_ev_per_a": [[-0.3, -0.2, -0.2], [0.3, 0.0, 0.2], [0.0, 0.1, 0.1], [-0.1, -0.3, -0.1], [0.1, -0.2, 0.0], [-0.1, 0.0, 0.2], [0.0, 0.0, 0.0], [-0.2, -0.1, -0.2], [-0.2, 0.4, 0.3], [0.2, -0.1, -0.1], [0.0, 0.0, 0.0], [0.1, 0.0, 0.0], [0.0, 0.0, 0.0], [0.1, -0.1, -0.1], [0.1, 0.1, -0.4], [0.1, 0.1, 0.1], [0.0, 0.0, 0.1], [0.2, -0.1, 0.3], [-0.1, 0.1, 0.0], [0.0, -0.1, -0.1], [0.0, 0.1, 0.1], [0.0, 0.0, 0.1], [0.0, 0.1, 0.1], [0.1, 0.1, -0.1], [0.0, 0.3, 0.0], [0.3, -0.2, -0.2], [-0.4, 0.1, 0.1], [0.1, -0.1, -0.1], [-0.1, 0.0, 0.1], [-0.1, 0.0, 0.0], [0.0, 0.0, 0.0], [0.0, 0.1, 0.0], [0.0, -0.1, -0.1], [0.0, -0.1, 0.0], [-0.1, 0.0, 0.0], [0.0, 0.0, 0.0], [0.1, 0.1, 0.0], [0.1, 0.1, 0.0], [-0.2, -0.1, 0.1], [0.0, 0.1, 0.0], [-0.1, -0.1, -0.1], [0.1, 0.0, 0.0], [-0.1, -0.2, 0.0], [0.1, 0.1, 0.1], [-0.1, 0.1, 0.0], [0.0, 0.0, 0.0], [0.0, 0.1, 0.0], [0.1, 0.0, 0.0]], "lowdin_charge": [-0.083, -0.079, -0.208, 0.002, -0.042, -0.248, 0.009, -0.183, -0.115, -0.084, 0.097, 0.095, 0.096, 0.109, -0.132, 0.118, 0.103, -0.192, -0.221, -0.096, 0.089, 0.074, 0.087, -0.190, -0.070, -0.065, -0.238, -0.046, -0.089, -0.089, -0.084, -0.045, 0.115, 0.102, 0.100, 0.100, 0.110, 0.114, 0.096, 0.116, 0.118, 0.113, 0.116, 0.115, 0.125, 0.094, 0.091, 0.093]}